The following is a quantum chemistry calculation of a structure of composition C38H49EuIN5P2 at a distorted geometry, from the OMol25 dataset.

CARTESIAN COORDINATES (ANGSTROEM)
Eu: 0.85 -0.55 0.73
N: 1.40 1.24 2.58
C: 2.55 0.87 3.43
C: 2.90 -0.62 3.31
N: 1.73 -1.49 3.12
C: 2.22 -2.87 2.94
C: 1.15 -3.85 2.51
N: 0.49 -3.41 1.26
C: 0.82 -1.38 4.27
C: -0.68 -1.57 3.94
N: -1.04 -1.11 2.58
H: 1.57 2.16 2.19
H: 0.57 1.33 3.15
H: 2.38 1.14 4.47
H: 3.43 1.43 3.11
H: 3.47 -0.91 4.21
H: 3.56 -0.77 2.46
H: 2.67 -3.23 3.88
H: 3.00 -2.85 2.18
H: 0.40 -3.95 3.29
H: 1.62 -4.83 2.40
H: -0.39 -3.91 1.17
H: 1.05 -3.73 0.48
H: 0.95 -0.40 4.71
H: 1.09 -2.11 5.05
H: -1.25 -1.01 4.69
H: -0.95 -2.61 4.06
H: -1.76 -0.40 2.64
H: -1.47 -1.89 2.10
C: -2.87 -0.95 -0.97
C: -2.80 0.55 -1.23
P: -1.38 1.42 -0.43
C: -1.56 2.99 -1.38
C: -2.34 4.06 -0.95
C: -2.51 5.17 -1.77
C: -1.91 5.21 -3.02
C: -1.14 4.14 -3.46
C: -0.96 3.04 -2.65
C: -2.03 1.92 1.21
C: -1.28 2.86 1.93
C: -1.66 3.25 3.20
C: -2.79 2.69 3.78
C: -3.55 1.78 3.08
C: -3.18 1.40 1.79
P: -1.18 -1.71 -1.01
C: -0.65 -1.25 -2.70
C: 0.42 -0.36 -2.83
C: 0.89 0.00 -4.08
C: 0.29 -0.52 -5.22
C: -0.79 -1.39 -5.10
C: -1.26 -1.76 -3.85
C: -1.57 -3.48 -1.16
C: -0.68 -4.34 -1.81
C: -0.91 -5.70 -1.83
C: -2.03 -6.23 -1.20
C: -2.91 -5.39 -0.53
C: -2.68 -4.02 -0.50
H: -3.50 -1.44 -1.72
H: -3.32 -1.16 0.01
H: -3.74 1.05 -0.96
H: -2.65 0.72 -2.30
H: -2.81 4.04 0.02
H: -3.12 5.99 -1.43
H: -2.06 6.08 -3.66
H: -0.68 4.17 -4.44
H: -0.36 2.21 -2.99
H: -0.40 3.30 1.47
H: -1.08 3.99 3.74
H: -3.09 2.99 4.78
H: -4.45 1.37 3.52
H: -3.81 0.71 1.24
H: 0.89 0.05 -1.95
H: 1.74 0.66 -4.16
H: 0.66 -0.25 -6.20
H: -1.26 -1.79 -5.99
H: -2.08 -2.45 -3.77
H: 0.20 -3.93 -2.28
H: -0.22 -6.35 -2.34
H: -2.21 -7.30 -1.23
H: -3.78 -5.80 -0.03
H: -3.38 -3.39 0.02
I: 2.92 -2.03 -0.78
C: 5.11 3.51 -2.93
C: 4.19 2.83 -1.96
C: 4.66 1.90 -1.04
C: 3.77 1.29 -0.18
N: 2.45 1.53 -0.16
C: 2.02 2.46 -1.01
C: 2.83 3.12 -1.92
H: 6.05 2.96 -3.04
H: 5.35 4.51 -2.58
H: 4.64 3.61 -3.91
H: 5.71 1.63 -1.00
H: 4.14 0.54 0.52
H: 0.97 2.71 -0.96
H: 2.40 3.85 -2.59

LUMO energy (alpha / beta): -1.83 / -1.83 eV
orbital gap (alpha / beta): 7.23 / 8.32 eV
ΔE to the lowest compared entry with this formula, charge and spin: 0.0000 eV
HOMO level (alpha / beta): -9.06 / -10.15 eV
charge: +1
2S+1: 8

Löwdin atomic charge list, values in e, 2 entries: atom 1 (Eu): 1.015, atom 2 (N): -0.065